The following is a quantum chemistry calculation of 2 unconnected molecules or ions with the total composition C5H10N2 in a non-equilibrium geometry, from OMol25.

Element x y z (Å)
C: -1.165 1.380 -1.082
C: -0.934 1.439 0.225
C: -1.314 1.596 1.465
H: -0.609 1.991 -1.777
H: -1.903 0.713 -1.502
H: -0.846 1.025 2.256
H: -2.084 2.301 1.747
C: 0.116 -2.371 0.441
N: 0.829 -1.477 0.972
C: 1.431 -0.452 0.197
N: 1.315 -0.570 -1.219
H: -0.010 -2.508 -0.633
H: -0.451 -3.017 1.098
H: 0.745 0.528 0.497
H: 2.477 -0.365 0.500
H: 0.387 -0.211 -1.504
H: 2.015 -0.002 -1.682

Values from the calculation:
ΔE to the lowest compared entry with this formula, charge and spin ... 82.5 kcal/mol
Gap between HOMO and LUMO ... 9.9160 eV
SMILES ... C=C=C.C=NCN
LUMO energy ... 0.73 eV
Electronic energy ... -305.89239 a.u.

These are the Mulliken partial charges, in e, on atoms 1 to 8: -0.96 0.42 -0.61 0.31 0.33 0.31 0.28 -0.34